(1)
Density functional theory data (ωB97M-V with the def2-TZVPD basis set) for a molecular structure, C47H57N9S4V.

As for the LUMO energy (alpha / beta): -0.1644 / -0.1644 Ha. The expectation value of S² is 3.761. The calculation puts the total energy at -132085.6737 eV. As for the HOMO energy (alpha / beta): -10.37 / -11.98 eV. As for the HOMO-LUMO gap (alpha / beta): 5.89 / 7.51 eV. Its molar mass is 927.25 Da.

Structure (ORCA input):
```
! RIJCOSX wB97M-V def2-TZVPD def2/J DEFGRID3
* xyz 2 4
V 0.044 -0.013 2.440
C 0.837 -2.163 4.080
C 2.060 -1.233 4.164
N 1.733 0.083 3.610
C 1.733 1.179 4.578
C 0.573 2.128 4.274
N -0.615 1.376 3.863
C -1.349 0.694 4.931
C -0.755 -0.692 5.230
N -0.383 -1.366 3.983
H 0.816 -2.851 4.936
H 0.912 -2.737 3.155
H 2.874 -1.679 3.589
H 2.397 -1.133 5.200
H 2.393 0.284 2.856
H 2.673 1.740 4.556
H 1.621 0.781 5.589
H 0.845 2.766 3.428
H 0.368 2.758 5.151
H -1.248 2.051 3.436
H -2.382 0.568 4.593
H -1.368 1.289 5.852
H -1.494 -1.270 5.796
H 0.130 -0.600 5.860
H -1.138 -1.986 3.701
N 0.258 1.323 1.117
S -0.592 1.894 0.072
N -1.860 1.024 -0.577
S -1.618 -0.026 -1.702
N -0.561 -1.132 -1.444
S -0.522 -1.913 0.044
N 0.220 -1.400 1.196
C 0.134 -3.515 -0.416
C 0.313 -4.404 0.633
C 0.858 -5.651 0.386
C 1.221 -5.992 -0.909
C 1.059 -5.088 -1.949
C 0.513 -3.838 -1.705
C -2.262 -2.251 0.413
C -2.889 -1.458 1.361
C -4.199 -1.728 1.715
C -4.869 -2.789 1.123
C -4.232 -3.582 0.180
C -2.922 -3.314 -0.179
C -3.225 -0.746 -2.039
C -4.377 -0.311 -1.407
C -5.586 -0.899 -1.741
C -5.631 -1.899 -2.700
C -4.470 -2.330 -3.326
C -3.257 -1.751 -2.995
C -1.196 0.756 -3.255
C -2.074 1.729 -3.714
C -1.796 2.377 -4.903
C -0.656 2.046 -5.620
C 0.205 1.063 -5.158
C -0.062 0.407 -3.968
C 0.360 2.507 -1.333
C 1.573 1.899 -1.602
C 2.347 2.373 -2.646
C 1.902 3.446 -3.405
C 0.679 4.038 -3.130
C -0.105 3.566 -2.090
C -1.462 3.352 0.675
C -2.835 3.402 0.831
C -3.405 4.536 1.384
C -2.606 5.597 1.778
C -1.227 5.524 1.653
C -0.649 4.392 1.108
H 0.026 -4.098 1.629
H 1.003 -6.349 1.198
H 1.627 -6.973 -1.109
H 1.363 -5.355 -2.947
H 0.386 -3.110 -2.491
H -2.331 -0.620 1.793
H -4.698 -1.123 2.458
H -5.890 -3.001 1.402
H -4.754 -4.416 -0.263
H -2.418 -3.925 -0.913
H -4.309 0.475 -0.673
H -6.494 -0.568 -1.262
H -6.578 -2.334 -2.976
H -4.511 -3.105 -4.076
H -2.339 -2.062 -3.471
H -2.957 1.964 -3.138
H -2.467 3.137 -5.272
H -0.447 2.548 -6.550
H 1.083 0.806 -5.729
H 0.583 -0.365 -3.582
H 1.874 1.069 -0.979
H 3.301 1.918 -2.859
H 2.512 3.826 -4.209
H 0.342 4.877 -3.717
H -1.061 4.014 -1.863
H -3.431 2.562 0.509
H -4.475 4.592 1.506
H -3.060 6.486 2.182
H -0.606 6.344 1.977
H 0.422 4.295 0.996
C 3.741 -2.428 -1.190
N 4.410 -1.155 -1.346
C 4.750 -0.800 -2.707
C 4.343 -0.281 -0.318
S 3.380 -0.645 0.998
N 5.053 0.875 -0.377
C 6.431 0.903 -0.836
C 4.761 1.912 0.586
H 4.020 -3.088 -2.006
H 2.653 -2.299 -1.168
H 4.043 -2.879 -0.244
H 3.903 -1.019 -3.361
H 5.603 -1.386 -3.056
H 4.987 0.254 -2.793
H 6.741 -0.062 -1.226
H 7.082 1.156 0.007
H 6.565 1.665 -1.606
H 3.689 1.949 0.775
H 5.086 2.861 0.164
H 5.285 1.747 1.533
*
```

***

(2)
Density functional theory data (ωB97M-V with the def2-TZVPD basis set) for a molecular structure, C47H58BrCl2N2O3PS2Ti.

As for the LUMO energy: -0.0319 Ha. The calculation puts the total energy at -207968.8906 eV. As for the HOMO energy: -7.34 eV. As for the HOMO-LUMO gap: 6.48 eV. The calculation puts the energy above the lowest of the compared OMol25 structures with the same formula, charge and spin at 1.798 eV. Its molar mass is 992.78 Da.

Structure (ORCA input):
```
! RIJCOSX wB97M-V def2-TZVPD def2/J DEFGRID3
* xyz 0 1
Ti -1.842 -1.272 0.450
C -4.918 0.131 -0.209
N -4.181 -1.047 -0.714
C -4.013 -0.962 -2.169
C -3.307 0.307 -2.626
N -1.959 0.463 -2.063
C -1.681 1.823 -1.583
C -0.969 0.050 -3.043
C -0.734 0.814 -4.183
C 0.179 0.412 -5.142
C 0.868 -0.783 -4.974
C 0.632 -1.559 -3.857
C -0.292 -1.159 -2.884
S -0.615 -2.215 -1.544
C -4.984 -2.206 -0.327
C -5.942 -2.786 -1.147
C -6.736 -3.832 -0.696
C -6.600 -4.297 0.602
C -5.659 -3.719 1.437
C -4.846 -2.681 0.983
S -3.663 -1.988 2.064
H -5.913 0.193 -0.666
H -4.370 1.046 -0.423
H -5.022 0.040 0.871
H -4.985 -0.950 -2.677
H -3.455 -1.841 -2.500
H -3.914 1.176 -2.366
H -3.276 0.261 -3.719
H -1.308 2.482 -2.372
H -0.935 1.768 -0.792
H -2.586 2.277 -1.182
H -1.280 1.738 -4.337
H 0.338 1.023 -6.021
H 1.586 -1.103 -5.718
H 1.147 -2.501 -3.715
H -6.095 -2.441 -2.160
H -7.466 -4.277 -1.359
H -7.212 -5.114 0.960
H -5.526 -4.058 2.456
Cl 0.974 -7.523 2.947
C 0.477 -5.926 2.506
C 1.080 -4.830 3.120
C 0.692 -3.557 2.770
Cl 1.426 -2.199 3.536
C -0.307 -3.312 1.806
O -0.624 -2.089 1.474
C -0.922 -4.449 1.228
C -1.993 -4.282 0.280
O -2.460 -3.206 -0.075
C -0.514 -5.741 1.575
H 1.847 -4.980 3.866
H -2.417 -5.196 -0.154
H -0.997 -6.586 1.102
Br -2.501 3.666 5.107
C -2.351 2.338 3.747
C -2.601 2.670 2.432
C -2.452 1.698 1.448
C -2.045 0.390 1.714
C -1.826 0.112 3.078
C -1.976 1.051 4.084
H -2.918 3.670 2.168
H -2.664 2.010 0.436
H -1.536 -0.885 3.387
H -1.796 0.781 5.116
O 0.692 0.232 0.239
P 2.098 0.741 0.367
C 3.323 -0.655 0.277
C 4.791 -0.249 0.440
C 5.484 0.051 -0.887
C 5.379 -1.158 -1.813
C 3.917 -1.487 -2.101
C 3.117 -1.709 -0.818
C 2.381 2.149 -0.806
C 1.462 3.296 -0.367
C 1.589 4.483 -1.319
C 1.181 4.078 -2.731
C 2.053 2.923 -3.217
C 2.068 1.737 -2.247
C 2.517 1.384 2.064
C 3.622 2.464 2.195
C 3.135 3.729 2.907
C 2.527 3.417 4.278
C 1.607 2.177 4.241
C 1.246 1.781 2.811
H 3.006 -1.138 1.211
H 5.321 -1.084 0.910
H 4.872 0.606 1.116
H 6.534 0.283 -0.696
H 5.035 0.927 -1.367
H 5.858 -2.017 -1.331
H 5.909 -0.970 -2.750
H 3.853 -2.385 -2.718
H 3.476 -0.682 -2.684
H 3.419 -2.676 -0.400
H 2.054 -1.782 -1.038
H 3.424 2.476 -0.733
H 1.710 3.615 0.644
H 0.428 2.941 -0.352
H 2.631 4.821 -1.327
H 0.972 5.312 -0.967
H 1.280 4.926 -3.412
H 0.129 3.779 -2.727
H 3.077 3.289 -3.343
H 1.707 2.569 -4.191
H 2.820 1.036 -2.600
H 1.110 1.215 -2.265
H 2.879 0.480 2.562
H 4.037 2.739 1.222
H 4.445 2.052 2.786
H 2.397 4.249 2.294
H 3.976 4.415 3.028
H 1.963 4.288 4.616
H 3.333 3.258 4.999
H 0.696 2.376 4.805
H 2.105 1.328 4.720
H 0.721 2.603 2.318
H 0.572 0.934 2.808
*
```

***

(3)
Density functional theory data (ωB97M-V with the def2-TZVPD basis set) for a molecular structure, C47H61Cl3FeN7O7PS2Te.

As for the LUMO energy (alpha / beta): 0.1277 / 0.1277 Ha. The expectation value of S² is 6.011. The calculation puts the total energy at -184704.1321 eV. As for the HOMO energy (alpha / beta): -2.72 / -2.77 eV. As for the HOMO-LUMO gap (alpha / beta): 6.19 / 6.25 eV. The calculation puts the energy above the lowest of the compared OMol25 structures with the same formula, charge and spin at 0.000 eV. Its molar mass is 1220.96 Da.

Structure (ORCA input):
```
! RIJCOSX wB97M-V def2-TZVPD def2/J DEFGRID3
* xyz -2 5
Fe -0.427 0.711 -0.165
C 1.569 8.335 1.817
C 1.714 6.901 1.380
C 2.970 6.330 1.207
C 3.097 4.998 0.841
C 1.955 4.241 0.638
C 0.694 4.802 0.767
C 0.579 6.126 1.151
S 2.106 2.496 0.295
O 3.528 2.246 0.165
O 1.430 1.828 1.395
N 1.218 2.150 -0.967
C 1.529 2.383 -2.266
C 2.607 3.086 -2.779
C 2.757 3.239 -4.166
C 1.857 2.705 -5.052
C 0.743 1.984 -4.568
C -0.228 1.390 -5.405
C -1.285 0.728 -4.844
C -1.369 0.642 -3.441
N -0.470 1.144 -2.630
C 0.574 1.822 -3.175
H 2.512 8.872 1.722
H 1.248 8.379 2.861
H 0.813 8.843 1.218
H 3.859 6.929 1.374
H 4.060 4.520 0.722
H -0.182 4.189 0.585
H -0.404 6.559 1.299
H 3.336 3.502 -2.098
H 3.610 3.791 -4.541
H 1.987 2.829 -6.121
H -0.123 1.469 -6.481
H -2.053 0.266 -5.448
H -2.206 0.140 -2.972
Cl -4.710 2.081 -1.900
C -4.836 0.329 -1.936
Cl -6.388 -0.163 -1.249
Cl -4.781 -0.204 -3.642
C -3.623 -0.425 -1.204
O -3.881 -1.584 -0.875
O -2.544 0.203 -1.155
C -1.107 6.644 5.668
C -1.321 5.607 4.595
C -0.827 4.317 4.721
C -1.044 3.348 3.745
C -0.532 1.955 3.975
C -1.759 3.672 2.579
Te -2.104 2.245 1.011
C -2.285 4.967 2.459
C -3.093 5.382 1.256
C -2.059 5.908 3.458
H -0.319 6.339 6.357
H -2.022 6.796 6.247
H -0.832 7.606 5.230
H -0.270 4.051 5.615
H 0.027 1.894 4.912
H 0.112 1.637 3.159
H -1.365 1.250 4.015
H -2.450 5.517 0.382
H -3.620 6.318 1.453
H -3.818 4.609 1.002
H -2.480 6.905 3.351
C -2.537 -5.604 0.767
C -3.321 -4.998 1.932
C -2.480 -4.993 3.208
C -3.855 -3.597 1.608
N -2.835 -2.574 1.622
C -1.897 -2.290 0.720
N -1.264 -1.207 1.103
N -1.843 -0.833 2.268
N -2.774 -1.642 2.589
H -2.370 -6.669 0.936
H -1.561 -5.130 0.656
H -3.079 -5.494 -0.174
H -4.206 -5.618 2.105
H -1.565 -4.415 3.067
H -2.193 -6.013 3.471
H -3.032 -4.560 4.044
H -4.591 -3.292 2.351
H -4.325 -3.583 0.623
H -1.693 -2.865 -0.164
C 4.238 -2.417 2.026
C 3.339 -1.201 1.795
C 2.733 -0.749 3.131
P 1.986 -1.320 0.492
C 1.430 -3.115 0.383
C 0.943 -3.544 1.774
C 2.278 -4.224 -0.237
C 3.024 -1.030 -1.041
C 2.105 -1.156 -2.254
C 4.327 -1.796 -1.265
H 5.119 -2.111 2.599
H 4.579 -2.870 1.097
H 3.716 -3.178 2.606
H 3.943 -0.373 1.412
H 2.060 -1.510 3.533
H 2.173 0.171 2.995
H 3.523 -0.575 3.870
H 0.551 -2.999 -0.262
H 1.781 -3.883 2.386
H 0.236 -4.374 1.700
H 0.453 -2.720 2.294
H 3.232 -4.361 0.274
H 2.463 -4.050 -1.297
H 1.722 -5.163 -0.160
H 3.295 0.021 -0.923
H 1.827 -2.197 -2.431
H 2.590 -0.765 -3.153
H 1.192 -0.583 -2.086
H 4.183 -2.875 -1.301
H 5.064 -1.560 -0.496
H 4.746 -1.484 -2.226
N -1.169 -2.278 -2.309
C -1.005 -3.482 -3.002
C 0.027 -3.655 -3.926
C 0.245 -4.894 -4.512
C -0.558 -5.972 -4.186
C -1.607 -5.803 -3.295
C -1.834 -4.569 -2.708
S -0.325 -7.573 -4.971
O 1.062 -7.576 -5.427
O -0.608 -8.543 -3.915
O -1.305 -7.583 -6.055
H -2.111 -2.082 -1.993
H -0.728 -1.471 -2.720
H 0.650 -2.803 -4.180
H 1.046 -5.044 -5.225
H -2.227 -6.662 -3.070
H -2.663 -4.424 -2.021
*
```